Computed, not measured: a cluster of 6 separate species, C10H18F2N4O14 in total, with the ωB97M-V functional and the def2-TZVPD basis.

Results
* charge: 0
* energy: -1863.51807 a.u.
* LUMO: -0.8 eV
* highest occupied orbital energy: -10.95 eV
* energy above the lowest of the compared OMol25 structures with the same formula, charge and spin: 2.155 eV
* SMILES string: O=C1OC[C@@H](F)O1.O=C1OC[C@@H](F)O1.C[N+](=O)[O-].C[N+](=O)[O-].C[N+](=O)[O-].C[N+](=O)[O-]

Positions of all 48 atoms, in Å:
O: 6.462365 0.108994 0.040993
C: 5.340225 0.498154 -0.226637
O: 4.347195 -0.344736 -0.741867
C: 3.279555 0.318984 -1.179547
C: 3.469735 1.734174 -0.587477
F: 2.627455 1.929494 0.449773
O: 4.845355 1.731384 -0.134067
H: 3.250055 0.439834 -2.262427
H: 2.348335 -0.063056 -0.761247
H: 3.284495 2.481564 -1.358967
O: 3.310985 -0.783756 5.090303
C: 2.481775 0.000244 4.624833
O: 1.655555 0.771994 5.299013
C: 0.526225 1.074834 4.487213
C: 1.195455 1.061064 3.147853
F: 1.674525 2.286004 3.013493
O: 2.205775 0.045884 3.361613
H: -0.189185 0.252494 4.494473
H: 0.061015 2.039614 4.689393
H: 0.423085 0.850844 2.408023
C: -2.883585 -0.258106 2.354473
N: -3.490015 -1.512286 2.900793
O: -3.843035 -1.569236 4.100003
O: -3.579725 -2.429196 2.181723
H: -1.832665 -0.262536 2.643703
H: -3.296185 0.673424 2.741933
H: -3.024925 -0.118116 1.282773
C: -0.079105 -0.757826 -2.001557
N: -0.887705 -0.578886 -0.837397
O: -0.350515 -0.277916 0.246783
O: -2.058145 -0.735616 -0.900437
H: 0.299835 0.128814 -2.509857
H: -0.608105 -1.400756 -2.705047
H: 0.786945 -1.262656 -1.573517
C: 1.063615 2.949494 -3.834217
N: -0.151575 2.987844 -4.660807
O: -1.189775 2.561724 -4.172527
O: -0.179845 3.385714 -5.811677
H: 0.740745 3.704674 -3.117587
H: 1.935945 3.323274 -4.370337
H: 1.256125 1.972614 -3.390657
C: -4.986275 -3.791206 -1.371437
N: -3.888425 -3.899356 -2.350767
O: -3.649735 -4.974616 -2.846677
O: -3.204595 -2.943226 -2.456067
H: -4.684975 -4.654316 -0.777837
H: -5.983455 -3.824696 -1.810317
H: -4.830805 -2.871046 -0.808217

Forces on atoms 1 to 3 (eV/Å):
-3.1 1.3 -0.6
1.9 -2.5 -0.1
3.4 -1.7 1.1

Computed, not measured: a cluster of 3 separate species, H6O3 in total, with the ωB97M-V functional and the def2-TZVPD basis.

Results
* charge: 0
* energy: -229.28641 a.u.
* LUMO: 1.0 eV
* highest occupied orbital energy: -11.60 eV
* energy above the lowest of the compared OMol25 structures with the same formula, charge and spin: 1.052 eV
* SMILES string: O.O.O

Positions of all 9 atoms, in Å:
O: -0.791826 5.702908 10.134163
H: -1.628387 5.438472 10.559362
H: -0.481219 6.530204 10.429532
O: 2.057415 -0.118834 -3.319993
H: 1.934260 -1.070054 -3.361784
H: 3.034844 -0.294785 -3.275257
O: -1.197811 -5.571787 -6.872585
H: -1.802696 -5.481679 -6.207956
H: -1.599027 -5.220444 -7.676575

Forces on atoms 1 to 3 (eV/Å):
-0.8 -2.1 -0.7
0.8 0.7 -0.1
0.1 1.4 0.8

Computed, not measured: a structure of composition C36H63BrCl3N12PTi, with the ωB97M-V functional and the def2-TZVPD basis.

Results
* charge: +2
* <S²>: 2.0177
* energy: -7211.60166 a.u.
* LUMO (spin up / spin down): -4.2 / -4.4 eV
* 2S+1: 3
* highest occupied orbital energy (spin up / spin down): -11.53 / -12.45 eV

Positions of all 117 atoms, in Å:
Ti: 0.266622 -0.474758 0.058813
C: -1.030824 0.373686 5.226777
N: -0.554075 -0.867691 4.639658
C: -0.787205 -2.059445 5.445852
C: 0.112217 -0.955797 3.438657
N: -0.305449 -0.384849 2.331702
C: -1.701155 0.117494 2.413057
C: -2.190943 0.623238 1.073689
N: -1.900142 -0.327188 -0.017200
C: -2.485767 -1.678884 0.185952
C: -1.413285 -2.695381 0.574561
N: -0.294066 -2.630050 -0.391516
C: -0.132016 -3.693779 -1.151248
N: 0.979230 -3.855831 -1.900728
C: 0.987901 -4.677784 -3.108113
C: 2.199316 -3.136077 -1.617038
N: -1.036578 -4.739508 -1.203110
C: -0.593754 -6.120119 -1.092787
C: -2.398376 -4.558847 -1.670420
C: -2.264533 0.266648 -1.333063
C: -1.319479 -0.257145 -2.398724
N: 0.057798 0.086319 -1.965840
C: 0.895545 0.516418 -2.898605
N: 1.917752 1.331627 -2.573814
C: 3.136980 1.429857 -3.370088
C: 1.859424 2.286795 -1.473722
N: 0.776666 0.143738 -4.203259
C: 0.935029 1.086176 -5.304278
C: 0.378357 -1.204437 -4.568873
N: 1.246881 -1.714336 3.464718
C: 2.022995 -1.883140 4.688952
C: 1.671691 -2.590324 2.388410
H: -0.687720 0.423222 6.262715
H: -2.121915 0.437806 5.228978
H: -0.626262 1.229969 4.700370
H: -1.857535 -2.161264 5.634315
H: -0.275351 -2.005230 6.409441
H: -0.453861 -2.946517 4.913723
H: -1.801194 0.961431 3.094158
H: -2.356159 -0.669187 2.801152
H: -1.669095 1.549414 0.823333
H: -3.262593 0.846312 1.131889
H: -2.945599 -1.986830 -0.749781
H: -3.276636 -1.650386 0.940043
H: -1.848535 -3.690735 0.653068
H: -1.028330 -2.440335 1.560284
H: 1.582457 -5.582275 -2.971973
H: 1.424070 -4.102921 -3.926205
H: -0.024567 -4.951885 -3.385207
H: 2.363112 -3.084509 -0.540776
H: 2.182909 -2.121499 -2.019530
H: 3.027888 -3.679271 -2.069671
H: 0.447849 -6.156835 -0.782278
H: -0.703970 -6.663704 -2.035689
H: -1.193070 -6.631508 -0.337074
H: -2.613719 -3.506730 -1.822842
H: -3.123778 -4.969532 -0.963572
H: -2.537903 -5.068136 -2.629478
H: -2.130507 1.346212 -1.271113
H: -3.311304 0.058732 -1.573871
H: -1.568242 0.216792 -3.350442
H: -1.444682 -1.337995 -2.509020
H: 3.159004 2.346547 -3.962338
H: 3.234909 0.571700 -4.028328
H: 3.989481 1.448446 -2.691494
H: 1.886075 3.303976 -1.873379
H: 2.720826 2.157799 -0.814916
H: 0.944312 2.171988 -0.898863
H: 1.119681 2.082991 -4.916380
H: 0.012210 1.112265 -5.887476
H: 1.752071 0.799148 -5.969146
H: 0.379917 -1.840807 -3.686623
H: 1.093371 -1.603823 -5.291693
H: -0.615029 -1.229033 -5.024072
H: 1.802961 -2.823724 5.198253
H: 1.838837 -1.057150 5.370423
H: 3.080851 -1.883564 4.424425
H: 1.428554 -3.632270 2.622539
H: 2.752690 -2.512094 2.261900
H: 1.207328 -2.339787 1.440725
Cl: 5.417191 -1.688817 0.894229
C: 4.800892 -0.638192 -0.370251
Cl: 5.103618 -1.339165 -1.955536
Cl: 5.536159 0.956383 -0.288113
C: 3.340185 -0.500683 -0.160442
N: 2.191964 -0.499340 0.004732
C: 1.572678 2.761106 3.904074
P: 2.236286 2.233426 2.269446
C: 3.545583 1.131854 2.940852
C: 3.216787 3.734432 1.861604
C: 2.548530 4.958803 1.773601
C: 3.234675 6.136796 1.522372
C: 4.612454 6.115228 1.342697
C: 5.289391 4.908156 1.416190
C: 4.597304 3.729783 1.675972
H: 0.677764 3.377607 3.809069
H: 2.326299 3.328380 4.451667
H: 1.322173 1.871515 4.480375
H: 4.184340 0.711560 2.164979
H: 4.176485 1.668098 3.652139
H: 3.052168 0.301162 3.450311
H: 1.472591 4.999718 1.903177
H: 2.696648 7.074802 1.476065
H: 5.153598 7.033692 1.159204
H: 6.363842 4.880922 1.288238
H: 5.156117 2.807176 1.753387
Br: -1.147760 3.514835 -3.062880
C: -1.151628 4.363476 -1.351495
C: -1.396629 5.727305 -1.317724
C: -1.425198 6.332824 -0.074758
C: -1.206026 5.561833 1.057910
C: -0.952150 4.214713 0.892318
N: -0.925858 3.606032 -0.301560
H: -1.563491 6.282652 -2.228581
H: -1.615891 7.394866 0.005578
H: -1.231853 5.997305 2.047314
H: -0.754490 3.579673 1.750388

Forces on atoms 1 to 3 (eV/Å):
-0.9 -0.4 0.4
-0.1 -0.1 0.1
0.1 0.0 -0.1

Computed, not measured: a structure of composition C4H4LiO5Tl, with the ωB97M-V functional and the def2-TZVPD basis.

Results
* charge: 0
* energy: -710.91906 a.u.
* LUMO: -0.7 eV
* highest occupied orbital energy: -6.15 eV
* energy above the lowest of the compared OMol25 structures with the same formula, charge and spin: 3.274 eV

Positions of all 15 atoms, in Å:
O: -0.994273 -0.247797 1.314797
C: -1.101499 1.047586 1.158994
C: -1.826968 -0.870509 0.371022
O: 1.946268 1.415429 0.069154
O: -1.549561 1.327721 -0.038057
C: -1.698075 0.126915 -0.764668
H: -2.844797 -0.993110 0.745998
H: -1.430164 -1.848703 0.095345
H: -2.588335 0.161114 -1.390486
H: -0.836370 -0.063691 -1.401597
C: 2.883169 0.584722 0.109630
O: 2.559634 -0.613297 -0.076323
O: 4.029572 0.944744 -0.162291
Tl: 0.946112 -1.499301 2.128003
Li: 2.505292 0.528178 -2.159523

Forces on atoms 1 to 3 (eV/Å):
-0.7 -0.6 0.8
0.9 3.2 0.9
-0.3 -1.3 -2.2

Computed, not measured: a structure of composition C76H77F2N2O15P4S, with the ωB97M-V functional and the def2-TZVPD basis.

Results
* charge: -1
* energy: -6143.30392 a.u.
* LUMO: -0.4 eV
* highest occupied orbital energy: -3.02 eV

Positions of all 177 atoms, in Å:
C: -1.477539 2.230654 10.451754
C: -1.385353 1.724832 8.856973
P: 0.323031 1.095984 8.552090
C: 1.084186 -0.120414 9.733734
C: 0.541848 -1.673346 9.697653
P: 1.091638 1.129256 6.527653
C: -0.037171 -0.371971 6.159386
C: -1.463595 -0.147982 5.442339
F: -2.602089 0.223853 6.364410
P: -0.251918 2.707154 5.712628
N: -0.047810 2.649844 4.072899
S: 2.175379 2.857319 7.321872
C: 3.648240 2.377477 8.391708
O: 2.703766 3.811364 6.233432
O: 1.208646 3.554004 8.362440
O: 1.761777 1.172248 4.923079
C: 2.929332 0.267306 4.626824
C: 2.388728 -0.446231 3.261557
C: 3.339796 -1.589096 2.595286
C: 3.774312 -1.281769 1.013980
C: 3.865284 -2.767472 0.250502
O: 4.977727 -3.483069 0.946591
C: 4.786445 -4.937404 0.814163
O: 4.189818 -5.458637 -0.292777
C: 3.994296 1.464561 4.140130
C: 5.370878 0.933870 3.459547
C: 6.621088 1.760132 4.204188
F: 5.393007 1.396005 2.045920
C: 3.237194 -0.560716 5.987938
C: 4.807922 -0.339044 6.527958
C: 5.059030 -0.969151 8.032518
N: 6.255502 -0.185372 8.612087
P: 3.090572 -2.445166 6.151133
C: 4.743591 -3.353188 5.637842
O: 1.960390 -3.165887 4.992112
O: 2.284353 -0.085371 7.049197
H: -1.472892 1.341339 11.211382
H: -2.539690 2.768857 10.522282
H: -0.680438 3.073047 10.690593
H: -2.167156 0.823669 8.807818
H: -1.740639 2.668453 8.243637
H: 0.894215 0.254855 10.851830
H: 2.273425 -0.197049 9.655437
H: 1.195280 -2.223290 8.863276
H: 0.626478 -2.239838 10.718471
H: -0.553347 -1.643638 9.256561
H: 0.584002 -1.042033 5.390504
H: -0.215306 -1.086703 7.092943
H: -1.470391 0.471878 4.438697
H: -1.796930 -1.240321 5.074496
H: -1.626234 2.548232 6.079103
H: 0.128666 4.043336 6.074888
H: -0.979480 2.435353 3.649830
H: 3.623585 1.289310 8.811893
H: 4.611456 2.629412 7.748126
H: 3.699575 3.117645 9.323775
H: 2.289556 0.424297 2.449518
H: 1.293306 -0.900305 3.339331
H: 2.688121 -2.587692 2.533866
H: 4.299266 -1.875904 3.200372
H: 4.881930 -0.847815 0.931106
H: 2.965731 -0.584285 0.535658
H: 2.834825 -3.315061 0.332143
H: 4.236257 -2.612578 -0.867650
H: 5.100542 -5.714835 1.639607
H: 3.374599 2.158919 3.403017
H: 4.287412 2.115630 5.066704
H: 5.624279 -0.197796 3.611061
H: 6.347854 2.913502 4.083559
H: 6.681367 1.557444 5.354672
H: 7.647046 1.614312 3.656233
H: 5.077589 0.819963 6.626511
H: 5.603878 -0.727488 5.725678
H: 5.389927 -2.090702 8.040862
H: 4.171090 -0.819704 8.777880
H: 5.925227 0.582726 9.240228
H: 6.884525 -0.848063 9.146074
H: 5.385152 -2.726799 4.887033
H: 4.463963 -4.361020 5.061915
H: 5.357404 -3.713906 6.588222
H: 2.216373 -4.113511 4.792451
C: -0.447141 0.466171 -6.008954
C: -0.353232 1.721025 -6.610227
C: 0.151120 2.804716 -5.889457
C: 0.551830 2.635919 -4.558513
C: 0.434929 1.386920 -3.949851
C: -0.054970 0.296493 -4.680384
C: 0.808011 1.208644 -2.531718
O: 0.708968 0.110995 -1.997318
C: 1.293499 2.373416 -1.765111
C: 1.595809 2.231636 -0.404467
C: 2.068238 3.324964 0.324752
C: 2.248615 4.557174 -0.302941
C: 1.942946 4.702680 -1.656912
C: 1.455100 3.610646 -2.386844
C: 1.100813 3.783742 -3.809474
O: 1.254657 4.867539 -4.360754
H: -0.831587 -0.380496 -6.573472
H: -0.670787 1.856051 -7.641783
H: 0.226404 3.780254 -6.367009
H: -0.136299 -0.684697 -4.215961
H: 1.460812 1.272221 0.092428
H: 2.297393 3.213975 1.382411
H: 2.623471 5.407171 0.263102
H: 2.081672 5.668970 -2.139016
C: -3.648778 3.291075 -14.584140
C: -2.955229 3.850641 -13.511349
C: -2.507506 3.037543 -12.468907
C: -2.764746 1.661421 -12.493149
C: -3.479503 1.105870 -13.553629
C: -3.912645 1.920853 -14.607620
C: -3.799593 -0.336172 -13.565230
O: -4.424344 -0.825606 -14.498163
C: -3.363805 -1.177516 -12.432840
C: -3.710446 -2.534640 -12.402851
C: -3.290983 -3.340472 -11.342189
C: -2.518423 -2.797256 -10.316059
C: -2.176378 -1.444389 -10.340531
C: -2.608465 -0.630944 -11.396440
C: -2.271794 0.806417 -11.395012
O: -1.596767 1.285635 -10.491197
H: -3.989721 3.923277 -15.401089
H: -2.760661 4.920559 -13.486897
H: -1.962159 3.480562 -11.637206
H: -4.459372 1.491966 -15.445586
H: -4.310674 -2.967323 -13.201674
H: -3.565693 -4.392818 -11.318247
H: -2.185421 -3.426348 -9.493400
H: -1.577108 -1.026222 -9.533440
C: -3.033473 -9.531365 -0.234185
C: -3.295539 -8.653409 0.817251
C: -2.855105 -7.330686 0.748763
C: -2.139324 -6.887201 -0.369921
C: -1.856091 -7.771563 -1.410024
C: -2.314288 -9.093999 -1.347365
C: -1.059253 -7.328107 -2.572121
O: -0.813041 -8.103359 -3.487866
C: -0.556386 -5.940398 -2.610443
C: 0.248928 -5.523294 -3.678311
C: 0.717691 -4.208760 -3.729084
C: 0.376925 -3.306846 -2.721461
C: -0.420520 -3.721163 -1.653628
C: -0.879875 -5.043546 -1.593381
C: -1.692934 -5.481669 -0.441713
O: -1.989026 -4.690876 0.446639
H: -3.384654 -10.559750 -0.184988
H: -3.845088 -8.997772 1.690516
H: -3.067878 -6.649533 1.571049
H: -2.108715 -9.786440 -2.161801
H: 0.516972 -6.220324 -4.470717
H: 1.347192 -3.888433 -4.556484
H: 0.735939 -2.280847 -2.764470
H: -0.678416 -3.012756 -0.868114
C: -2.412294 5.482180 -4.545677
C: -3.480074 5.490918 -5.442770
C: -4.743400 5.065596 -5.028791
C: -4.937230 4.618334 -3.716214
C: -3.864141 4.586469 -2.826497
C: -2.600947 5.030408 -3.238772
C: -4.045813 4.070116 -1.454473
O: -3.104499 4.045105 -0.671192
C: -5.375229 3.576564 -1.043211
C: -5.547823 3.030816 0.235544
C: -6.804884 2.573960 0.637285
C: -7.892240 2.669067 -0.230750
C: -7.721970 3.207135 -1.507205
C: -6.458449 3.652749 -1.917418
C: -6.280944 4.187216 -3.282039
O: -7.235083 4.266879 -4.047196
H: -1.429801 5.822301 -4.865595
H: -3.330086 5.831080 -6.465010
H: -5.573508 5.080096 -5.733139
H: -1.761565 5.021240 -2.545669
H: -4.704734 2.955851 0.920515
H: -6.935527 2.145744 1.628767
H: -8.873119 2.319935 0.084528
H: -8.574446 3.273676 -2.181179

Forces on atoms 1 to 3 (eV/Å):
-1.0 1.0 -0.6
-1.8 -0.3 2.6
0.8 0.2 1.8

Computed, not measured: an isolated molecule of C3H4O, with the ωB97M-V functional and the def2-TZVPD basis.

Results
* charge: 0
* <S²>: 2.0062
* energy: -191.68118 a.u.
* LUMO (spin up / spin down): 1.0 / -0.1 eV
* 2S+1: 3
* highest occupied orbital energy (spin up / spin down): -6.76 / -10.82 eV
* energy above the lowest of the compared OMol25 structures with the same formula, charge and spin: 2.993 eV

Positions of all 8 atoms, in Å:
C: 0.426033 0.824167 0.872184
C: -1.936236 -0.841963 0.336022
C: 0.352979 0.317709 -0.252822
O: -1.003288 -0.379602 -0.400226
H: 1.610749 1.117226 1.317007
H: -1.903091 -1.131672 1.346141
H: 0.914442 -0.044936 -1.139602
H: -0.419669 0.491956 1.597653

Forces on atoms 1 to 3 (eV/Å):
4.2 1.9 8.1
-0.2 0.8 -0.1
-3.4 -4.5 -5.0